Density functional theory data (wB97M-V/def2-TZVPD) for C20H31NO3 in the gas phase.

Net charge ... 0
Energy relative to the best compared isomer or geometry (same formula, charge and spin) ... 66.63 kJ/mol
SMILES ... CC(C)(C)c1ccc(CC[C@@H]2OC[C@H](CN3CCOCC3)O2)cc1

```
55
Properties=species:S:1:pos:R:3:forces:R:3:nbo_charge:R:1
O -6.820 1.237 0.624 -0.125 -0.011 -0.044 -0.526
O -1.471 0.308 0.057 0.094 -0.009 -0.177 -0.533
O -1.436 -0.980 1.901 0.156 0.005 0.164 -0.516
N -4.982 -0.201 -1.061 -0.104 0.082 0.163 -0.451
C -0.689 -0.622 0.767 0.657 -0.315 -0.010 0.374
C 4.325 0.220 -0.120 -0.032 0.087 -0.005 -0.043
C 5.682 0.750 0.316 0.183 0.077 0.055 -0.080
C -5.872 1.948 -0.142 0.185 0.072 -0.264 -0.085
C 5.985 0.245 1.733 -0.025 0.071 -0.164 -0.594
C -6.305 -0.009 1.040 0.068 -0.326 -0.113 -0.086
C 1.840 -0.850 -0.921 -0.023 0.080 -0.165 -0.027
C -2.793 -0.934 1.523 -0.231 -0.004 -0.067 -0.104
C -5.906 -0.869 -0.168 -0.166 0.192 0.089 -0.246
C -5.430 1.142 -1.373 -0.194 0.063 0.171 -0.246
C 6.754 0.243 -0.658 -0.114 0.073 0.118 -0.594
C -0.308 -1.839 -0.088 -0.211 0.451 0.084 -0.437
C 0.509 -1.423 -1.316 -0.084 -0.127 0.172 -0.415
C -2.840 0.065 0.348 -0.411 0.047 -0.028 0.047
C 2.044 0.520 -0.861 -0.063 -0.124 -0.038 -0.225
C -3.575 -0.446 -0.919 0.262 0.146 0.099 -0.226
C 3.263 1.045 -0.468 0.106 0.033 0.046 -0.167
C 2.898 -1.681 -0.574 0.014 0.024 0.011 -0.235
C 4.113 -1.156 -0.184 -0.020 -0.043 0.013 -0.149
C 5.740 2.280 0.334 -0.048 -0.261 -0.015 -0.604
H 5.012 2.691 1.029 -0.088 0.106 0.052 0.210
H 0.658 -2.301 -1.949 -0.021 0.071 -0.062 0.214
H 0.266 -2.519 0.543 -0.008 -0.058 0.010 0.215
H -4.641 1.675 -1.902 -0.003 0.032 -0.064 0.206
H -3.365 -0.611 2.394 -0.028 -0.034 -0.097 0.197
H -3.423 -1.527 -1.007 0.132 0.012 -0.004 0.190
H -3.145 -1.928 1.212 -0.010 0.078 0.009 0.163
H 0.222 -0.113 1.108 -0.216 -0.065 -0.024 0.180
H 7.732 0.625 -0.372 0.134 0.031 0.030 0.205
H 6.802 -0.843 -0.664 0.027 -0.130 -0.023 0.206
H -5.475 -1.812 0.168 -0.013 -0.087 -0.007 0.201
H 2.769 -2.754 -0.615 -0.016 -0.128 -0.012 0.206
H -5.438 0.148 1.699 -0.053 0.003 0.009 0.152
H -7.103 -0.491 1.607 0.099 -0.032 0.030 0.196
H 5.558 2.690 -0.657 -0.042 0.105 -0.093 0.209
H 6.945 0.630 2.072 0.126 0.031 0.053 0.205
H -0.061 -0.681 -1.876 0.014 -0.071 -0.083 0.219
H 1.234 1.186 -1.121 -0.102 0.083 -0.042 0.213
H 6.023 -0.841 1.767 0.007 -0.130 0.035 0.206
H -3.077 0.028 -1.770 0.041 -0.065 0.040 0.212
H -6.297 1.044 -2.038 0.026 0.157 -0.009 0.194
H 6.533 0.580 -1.669 0.010 0.018 -0.118 0.211
H -1.218 -2.349 -0.411 -0.072 -0.072 0.049 0.201
H 6.729 2.602 0.654 0.085 0.024 0.027 0.211
H 3.369 2.117 -0.439 0.060 0.123 0.019 0.206
H -5.005 2.204 0.487 -0.089 0.007 -0.056 0.154
H -6.367 2.871 -0.451 0.096 -0.004 -0.001 0.195
H -3.268 1.025 0.657 0.011 -0.163 -0.034 0.180
H -6.815 -1.082 -0.744 -0.031 -0.090 0.142 0.196
H 4.909 -1.838 0.075 0.109 -0.055 0.029 0.197
H 5.215 0.580 2.425 -0.061 0.019 0.103 0.212
```
Forces are in eV/Å.

---

Density functional theory data (wB97M-V/def2-TZVPD) for C20H31NOS in the gas phase.

Net charge ... 0
Energy relative to the best compared isomer or geometry (same formula, charge and spin) ... 74.89 kJ/mol
SMILES ... OCC1(CCCc2ccccc2)CCN(C2CCSCC2)CC1

```
54
Properties=species:S:1:pos:R:3:forces:R:3:nbo_charge:R:1
S -6.581 1.400 -0.667 -0.017 -0.004 0.151 0.178
O -0.486 -3.424 -0.864 0.103 -0.175 -0.523 -0.720
N -2.339 -0.100 0.281 0.044 0.093 0.114 -0.466
C 5.503 0.318 -1.302 -0.008 -0.011 0.029 -0.250
C -6.105 -0.255 -0.079 -0.056 0.413 -0.268 -0.518
C -5.310 2.333 0.240 -0.260 -0.221 -0.314 -0.519
C -3.705 0.386 0.355 -0.183 0.029 -0.236 -0.017
C -1.417 0.497 1.225 0.126 -0.044 0.124 -0.216
C 0.107 -1.300 0.268 0.109 -0.324 -0.062 -0.065
C -3.915 1.842 -0.106 0.110 -0.140 0.266 -0.445
C 6.203 2.066 0.720 0.024 0.088 0.056 -0.192
C 5.347 1.010 0.979 -0.004 -0.024 -0.015 -0.255
C 4.029 -0.998 0.248 -0.195 0.273 -0.095 -0.434
C -1.757 -0.177 -1.049 -0.042 -0.025 -0.087 -0.220
C 4.990 0.122 -0.027 0.080 -0.140 0.044 0.090
C -0.280 -0.491 1.519 -0.113 0.109 -0.192 -0.396
C 6.712 2.250 -0.554 0.070 0.091 -0.023 -0.229
C 2.584 -0.538 0.012 -0.017 -0.415 0.156 -0.392
C -0.252 -0.464 -0.967 -0.121 -0.117 0.212 -0.422
C -0.688 -2.627 0.278 -0.137 0.333 0.356 -0.061
C -4.651 -0.552 -0.404 0.040 0.008 0.301 -0.425
C 1.601 -1.675 0.279 -0.159 0.279 -0.135 -0.388
C 6.359 1.372 -1.566 0.034 0.047 -0.092 -0.202
H 5.233 -0.366 -2.095 -0.028 -0.090 -0.080 0.207
H -0.345 -3.239 1.116 -0.014 0.100 0.065 0.176
H -2.267 -0.979 -1.591 0.013 0.039 -0.086 0.186
H -1.952 0.720 2.151 -0.014 0.077 -0.052 0.205
H 0.290 0.480 -0.905 0.067 0.008 -0.087 0.213
H -6.772 -0.951 -0.586 -0.030 -0.033 0.070 0.230
H -0.592 -1.181 2.304 0.006 -0.046 0.099 0.206
H -0.837 -2.954 -1.627 -0.024 -0.091 0.002 0.459
H 4.134 -1.332 1.283 0.016 -0.073 -0.006 0.205
H -3.974 0.333 1.420 -0.026 0.021 -0.081 0.189
H 2.496 -0.193 -1.019 -0.021 0.098 -0.018 0.200
H 0.077 -0.965 -1.880 0.073 0.060 -0.066 0.212
H -4.504 -0.445 -1.480 0.016 -0.049 -0.037 0.208
H 1.824 -2.110 1.257 0.023 -0.092 0.072 0.198
H 0.580 0.067 1.891 0.079 -0.011 0.083 0.206
H -1.753 -2.409 0.420 0.130 -0.059 0.042 0.185
H -5.447 3.374 -0.050 -0.015 0.022 0.084 0.230
H -5.515 2.229 1.307 0.059 0.113 0.042 0.205
H 7.382 3.072 -0.758 0.052 0.059 -0.015 0.212
H 6.754 1.509 -2.562 0.032 0.008 -0.073 0.211
H -1.001 1.446 0.848 -0.026 0.026 0.085 0.161
H -3.771 1.918 -1.186 0.053 0.044 0.004 0.209
H 4.244 -1.845 -0.406 0.023 -0.065 0.046 0.208
H -4.423 -1.583 -0.123 0.082 -0.047 -0.003 0.217
H 4.955 0.869 1.977 -0.041 -0.032 0.109 0.207
H -1.900 0.755 -1.621 -0.048 -0.096 -0.020 0.177
H -6.292 -0.298 0.995 -0.010 -0.136 0.010 0.206
H 6.475 2.746 1.514 0.023 0.050 0.059 0.209
H -3.181 2.487 0.386 0.074 0.023 -0.015 0.209
H 2.377 0.311 0.667 0.002 0.117 -0.035 0.194
H 1.754 -2.457 -0.468 0.044 -0.065 0.035 0.219
```
Forces are in eV/Å.

---

Density functional theory data (wB97M-V/def2-TZVPD) for C20H32ClN3O2S in the gas phase.

Net charge ... 0
Energy relative to the best compared isomer or geometry (same formula, charge and spin) ... 36.00 kJ/mol
SMILES ... CCCCCCNC(=O)[C@H](c1cc(C)cc(Cl)c1)N1CCC[S@@](=N)(=O)CC1

```
59
Properties=species:S:1:pos:R:3:forces:R:3:nbo_charge:R:1
Cl 2.573 -0.951 -4.906 -0.002 -0.090 -0.142 0.005
S -3.300 4.129 -0.836 0.620 0.058 0.084 2.026
O -4.560 3.760 -1.455 0.145 -0.002 0.001 -0.949
O 0.915 0.898 1.528 0.020 -0.009 0.017 -0.626
N -0.155 -0.832 0.568 -0.324 -0.138 -0.179 -0.610
N -0.045 2.574 -0.576 0.574 0.112 0.433 -0.426
N -3.214 5.153 0.284 -0.320 0.147 0.063 -1.232
C -2.178 4.756 -2.137 -0.234 -0.595 -0.025 -0.629
C -0.685 4.673 -1.840 -0.008 0.033 0.519 -0.432
C 2.685 1.462 -1.117 -0.105 -0.022 -0.006 -0.166
C -0.466 -7.636 3.097 -0.009 0.028 0.084 -0.601
C 5.158 1.831 -1.326 -0.119 -0.020 0.033 -0.629
C -1.041 -3.784 2.821 -0.053 -0.086 -0.080 -0.394
C 1.479 0.935 -1.564 0.229 -0.080 -0.119 -0.011
C -1.133 -2.797 1.647 -0.091 0.108 0.032 -0.403
C -2.526 2.627 -0.152 -0.266 0.249 -0.435 -0.670
C -0.127 3.251 -1.858 -0.536 -0.232 -0.477 -0.215
C 1.448 0.188 -2.735 -0.090 -0.113 -0.091 -0.251
C -0.808 -5.227 2.378 0.025 0.044 0.185 -0.386
C -1.106 2.858 0.363 -0.104 0.426 0.210 -0.254
C 2.618 -0.024 -3.446 0.069 0.245 0.383 -0.027
C -0.697 -6.197 3.549 0.022 -0.123 -0.117 -0.392
C 3.860 1.252 -1.829 0.097 0.034 0.030 -0.006
C 0.213 1.164 -0.767 -0.245 -0.076 -0.123 -0.141
C 3.821 0.504 -3.001 -0.053 -0.080 -0.111 -0.233
C 0.355 0.414 0.563 0.318 0.264 0.257 0.688
C -0.063 -1.717 1.709 0.201 -0.308 0.173 -0.212
H -2.437 4.208 -3.048 0.044 -0.049 0.061 0.229
H -0.540 -1.208 -0.284 0.000 0.070 0.033 0.395
H -4.135 5.506 0.531 0.145 -0.010 0.052 0.396
H -1.960 -3.737 3.409 -0.001 -0.031 0.024 0.204
H -2.605 1.824 -0.888 0.018 0.057 -0.034 0.226
H -3.198 2.403 0.677 -0.117 0.030 -0.062 0.256
H -1.025 3.893 0.699 -0.055 -0.020 -0.042 0.236
H -0.154 5.255 -2.593 -0.081 0.040 -0.085 0.230
H -0.385 -8.308 3.952 0.001 -0.015 -0.012 0.210
H -0.943 2.286 1.275 0.019 -0.125 -0.171 0.242
H 2.692 2.041 -0.201 -0.004 -0.010 0.003 0.235
H -1.607 -6.147 4.153 -0.017 0.035 -0.004 0.195
H -0.241 -3.486 3.507 0.049 0.017 -0.055 0.199
H -0.782 2.661 -2.531 0.057 0.019 -0.132 0.151
H -0.626 0.703 -1.318 0.025 -0.140 -0.131 0.164
H 4.724 0.327 -3.571 0.005 0.008 0.008 0.223
H -0.485 5.160 -0.882 0.100 0.031 -0.086 0.234
H 0.932 -2.173 1.751 -0.006 -0.059 -0.036 0.190
H 5.093 2.919 -1.277 0.039 0.006 -0.003 0.224
H 0.851 3.238 -2.338 0.091 0.023 0.151 0.219
H 0.123 -5.886 4.204 0.006 0.041 -0.004 0.195
H -1.290 -7.990 2.474 -0.001 0.013 -0.015 0.201
H 0.454 -7.724 2.517 -0.001 0.014 -0.014 0.201
H 5.365 1.471 -0.318 0.027 0.012 0.000 0.226
H -1.627 -5.541 1.723 -0.011 0.002 -0.018 0.194
H -2.504 5.787 -2.259 -0.101 0.030 0.125 0.252
H 5.997 1.564 -1.966 -0.010 -0.006 -0.028 0.215
H 0.519 -0.229 -3.107 -0.013 0.034 0.023 0.221
H -1.056 -3.335 0.696 0.063 -0.048 0.022 0.193
H -2.115 -2.318 1.643 0.023 0.052 -0.042 0.206
H -0.160 -1.147 2.633 -0.068 0.199 -0.108 0.219
H 0.105 -5.279 1.776 0.014 0.004 -0.017 0.193
```
Forces are in eV/Å.

---

Density functional theory data (wB97M-V/def2-TZVPD) for a 3-piece molecular cluster, C20H32F5N2O10S3 overall at a distorted geometry.

Net charge ... +1

```
72
Properties=species:S:1:pos:R:3:forces:R:3:mulliken_charge:R:1
S -6.388 1.202 -5.441 -0.256 -0.002 -0.219 1.100
S -1.342 2.721 -0.627 -6.668 -3.660 0.381 0.760
S -0.336 -4.820 -0.813 -0.233 -0.603 -0.043 1.081
F -0.490 4.934 1.558 1.308 0.305 -3.731 -0.187
F -2.319 5.192 -0.763 3.458 -1.774 0.099 -0.197
F 0.143 6.537 0.045 -0.532 -3.675 0.365 -0.224
F -0.583 4.770 -2.189 -0.747 -0.532 3.242 -0.237
F 1.278 4.577 0.115 -3.260 0.829 0.116 -0.203
O -6.592 1.770 -6.740 0.017 -0.613 0.970 -0.530
O -0.733 -5.882 -1.686 0.282 0.812 0.927 -0.542
O -2.337 2.264 -1.686 3.928 1.788 1.617 -0.542
O -7.126 2.151 -4.351 0.541 -0.176 -0.666 -0.321
O -1.464 -3.654 -0.888 0.585 -0.363 -0.315 -0.346
O -6.685 -0.164 -5.135 0.327 0.956 -0.425 -0.518
O 0.867 -3.995 -1.529 -0.332 0.110 0.637 -0.341
O -1.986 2.506 0.708 3.243 1.083 -2.657 -0.521
O -4.859 1.508 -4.986 -0.622 -0.391 0.183 -0.302
O 0.016 -5.030 0.558 -0.110 0.101 -1.043 -0.489
N 0.530 1.501 -2.324 2.284 -1.295 2.208 0.093
N -0.388 0.412 5.314 0.314 -0.632 -0.412 -0.608
C 2.644 0.082 -1.716 -4.239 2.865 0.981 -0.592
C -0.862 -2.433 -1.312 0.222 0.343 0.139 0.033
C -0.487 0.368 2.354 0.044 -0.603 -1.648 -0.528
C 0.180 1.701 -0.915 3.432 -1.523 0.908 -0.010
C -0.008 5.142 0.231 0.960 2.424 1.719 0.616
C -1.051 4.568 -0.854 -0.562 1.782 -1.672 0.546
C 1.039 1.109 0.261 0.069 0.195 -3.468 0.575
C 0.217 -0.802 4.707 -0.598 -0.940 0.104 -0.750
C 3.099 -2.013 0.973 -0.340 -0.206 1.089 -0.373
C 2.301 0.273 -0.203 -0.318 0.217 -2.006 0.589
C 0.323 -2.845 -2.173 -0.448 -0.027 -0.498 -0.084
C 0.688 1.357 1.807 0.294 -0.372 -0.179 -0.898
C 3.303 -3.921 2.871 -0.647 0.371 -0.097 -1.243
C 1.683 0.769 -2.746 0.503 -0.647 2.755 -0.450
C 3.324 -0.420 0.830 0.226 0.372 -1.490 -1.233
C 5.383 -2.316 2.328 -0.232 0.563 -0.116 -1.181
C -6.172 2.618 -3.398 0.297 -0.144 0.491 -0.355
C -4.846 2.659 -4.142 -0.072 0.664 -0.041 0.177
C 3.760 -2.462 2.391 0.734 -0.068 0.181 0.646
C 0.063 -0.935 3.104 -0.094 -0.439 0.041 0.397
H -1.420 0.400 5.241 1.099 0.146 -0.028 0.291
H 3.571 -2.572 0.085 -0.628 0.886 1.388 0.516
H 1.316 -0.959 5.005 -1.625 0.649 -0.333 0.313
H 3.533 -0.502 -2.115 -1.322 0.922 0.794 0.441
H 5.912 -3.019 3.053 -0.849 0.870 -0.984 0.373
H -1.021 -0.011 1.398 0.631 0.633 1.599 0.158
H 2.190 -4.073 2.621 1.611 0.168 0.314 0.234
H -4.780 3.545 -4.781 -0.028 0.011 0.087 0.296
H 1.865 0.691 -3.881 -0.463 0.231 2.080 0.388
H 1.090 -1.285 2.701 -1.688 0.709 0.312 -0.657
H 1.629 1.097 2.411 -1.269 0.662 -1.021 0.366
H 1.068 -2.053 -2.252 0.101 -0.271 0.166 -0.034
H -1.268 0.968 2.925 1.250 -0.879 -0.623 0.468
H 3.890 -4.748 2.350 -0.715 1.120 0.811 0.357
H -0.532 -1.888 -0.421 0.035 0.051 -0.009 -0.022
H -0.349 -1.703 5.162 1.019 1.455 -0.668 0.322
H -0.057 1.940 -3.056 0.254 -0.359 0.708 0.282
H -1.581 -1.825 -1.863 -0.104 -0.245 0.072 0.397
H 3.379 -4.002 4.021 0.177 0.036 -1.935 0.355
H 5.791 -2.505 1.264 -0.679 0.156 1.662 0.253
H 5.684 -1.241 2.630 -0.409 -1.686 -0.555 0.296
H 3.370 0.136 1.823 -0.367 -0.906 -1.308 0.436
H 1.981 -2.310 1.007 1.701 0.656 -0.152 -0.035
H -0.001 -3.141 -3.175 -0.014 0.110 0.025 0.396
H 0.419 2.461 1.964 0.422 -1.671 -0.319 0.236
H 0.009 1.282 4.938 -0.464 -0.567 0.248 0.263
H -3.989 2.633 -3.468 -0.087 -0.247 -0.136 -0.133
H -0.678 -1.798 2.894 1.169 1.402 0.237 0.436
H 4.367 -0.292 0.345 -1.650 -0.052 0.818 0.534
H -6.139 1.903 -2.571 0.041 0.067 -0.010 0.313
H 3.425 -1.725 3.220 0.247 -1.042 -1.460 0.027
H -6.462 3.598 -3.017 -0.152 -0.112 -0.209 0.325
```
Forces are in eV/Å.

---

The LUMO level results, record by record, are as follows: 0.8, 0.7, 0.4, -6.0 eV.